{"formula": "C44H77N3O22", "method": "wB97M-V/def2-TZVPD", "symbols": ["C", "C", "O", "C", "C", "O", "H", "H", "H", "H", "H", "H", "H", "H", "C", "C", "O", "C", "C", "O", "H", "H", "H", "H", "H", "H", "H", "H", "C", "C", "O", "C", "C", "O", "H", "H", "H", "H", "H", "H", "H", "H", "C", "C", "O", "C", "C", "O", "H", "H", "H", "H", "H", "H", "H", "H", "C", "C", "O", "C", "C", "O", "H", "H", "H", "H", "H", "H", "H", "H", "O", "C", "O", "C", "C", "O", "H", "H", "H", "H", "O", "C", "O", "C", "C", "O", "H", "H", "H", "H", "O", "C", "O", "C", "C", "O", "H", "H", "H", "H", "O", "C", "O", "C", "C", "O", "H", "H", "H", "H", "C", "C", "C", "C", "N", "H", "H", "H", "H", "H", "H", "H", "C", "C", "C", "C", "N", "H", "H", "H", "H", "H", "H", "H", "C", "C", "C", "C", "N", "H", "H", "H", "H", "H", "H", "H"], "coordinates": [[-0.3051, -0.2441, 2.4240], [0.0162, 0.4628, 1.0936], [-0.7679, -0.1800, 0.0590], [-0.7746, 0.3746, -1.1519], [-1.6835, -0.2786, -2.2160], [-0.1286, 1.3486, -1.4418], [-0.1762, -1.3253, 2.3723], [-1.3283, -0.2111, 2.7984], [0.4629, 0.1251, 3.1037], [-0.1857, 1.5289, 1.1967], [1.0705, 0.2353, 0.9359], [-2.2670, 0.4521, -2.7760], [-2.3128, -0.9906, -1.6819], [-1.2033, -0.7574, -3.0693], [-5.7245, -5.4273, 2.1768], [-6.2861, -6.8968, 2.2919], [-7.0102, -7.2021, 1.0457], [-6.4933, -7.8158, 0.0074], [-7.6630, -8.0677, -0.9701], [-5.3688, -8.0091, -0.2525], [-5.1320, -5.1143, 3.0364], [-6.5533, -4.7771, 1.8965], [-4.9888, -5.4211, 1.3725], [-5.4880, -7.6264, 2.4288], [-7.0350, -6.8506, 3.0826], [-7.2007, -7.7145, -1.8918], [-8.5325, -7.4188, -0.8652], [-7.7114, -9.1510, -1.0805], [3.8335, 0.6103, 13.9888], [2.9261, -0.0309, 12.8598], [1.6553, 0.4759, 13.0603], [0.6896, -0.0086, 12.2418], [-0.5968, 0.7138, 12.5346], [0.8701, -0.7861, 11.3257], [4.1750, 1.6149, 13.7396], [4.7332, 0.0546, 14.2530], [3.2984, 0.8030, 14.9187], [3.4460, 0.3127, 11.9655], [2.9907, -1.1161, 12.9390], [-1.2887, 0.4524, 11.7339], [-0.5575, 1.8018, 12.4807], [-1.0548, 0.4551, 13.4892], [2.0708, 8.3780, -0.4722], [1.8719, 9.5361, -1.4883], [0.7994, 10.2755, -0.8915], [0.3612, 11.4856, -1.3440], [-0.7783, 11.9795, -0.5039], [0.7867, 12.1359, -2.2782], [2.1893, 7.4696, -1.0629], [1.2317, 8.0513, 0.1420], [2.9483, 8.5732, 0.1443], [2.6755, 10.2618, -1.6137], [1.5949, 9.1590, -2.4727], [-1.5547, 12.4561, -1.1024], [-0.3442, 12.7504, 0.1327], [-1.2294, 11.1897, 0.0967], [-8.4139, -4.8472, -11.7006], [-8.0901, -5.2292, -10.2854], [-8.5456, -4.2800, -9.4079], [-7.8036, -3.3501, -8.9611], [-8.6147, -2.3438, -8.1801], [-6.5727, -3.2307, -9.1482], [-8.2675, -3.8103, -12.0032], [-9.4783, -4.9430, -11.9153], [-7.7801, -5.4654, -12.3364], [-8.5900, -6.1739, -10.0719], [-7.0090, -5.3421, -10.2038], [-9.5908, -2.2283, -8.6513], [-8.0337, -1.4314, -8.0461], [-8.8378, -2.8902, -7.2637], [3.5590, -8.1341, -10.2835], [2.6547, -7.4861, -9.8437], [2.2005, -6.3130, -10.4114], [1.1830, -5.6641, -9.7703], [0.8117, -6.7608, -8.7761], [1.7542, -7.8145, -9.0144], [1.4355, -4.7913, -9.1682], [0.3248, -5.5662, -10.4351], [-0.2138, -7.1136, -8.8851], [0.8658, -6.3437, -7.7705], [4.5807, 3.5886, 7.2595], [5.6477, 3.0803, 7.3285], [6.5623, 3.2470, 8.3104], [7.7143, 2.5948, 8.0310], [7.2339, 1.6852, 6.8483], [6.0318, 2.2422, 6.4663], [8.5421, 3.1670, 7.6121], [7.9786, 1.9927, 8.9004], [7.0359, 0.6764, 7.2106], [7.9844, 1.6492, 6.0586], [-6.1705, 3.5243, 7.1322], [-5.8624, 4.6540, 6.7317], [-6.5141, 5.7443, 6.9089], [-5.9420, 6.8627, 6.1444], [-4.5554, 6.3697, 5.8543], [-4.6918, 4.9963, 6.0068], [-6.5648, 7.0909, 5.2794], [-6.1255, 7.6994, 6.8184], [-3.8391, 6.8122, 6.5465], [-4.2762, 6.6251, 4.8321], [-6.3117, 9.0736, -4.8459], [-5.6459, 8.0936, -5.1447], [-4.2679, 7.8360, -4.9823], [-4.0003, 6.5892, -5.5625], [-5.1258, 6.2243, -6.4387], [-6.1805, 7.1238, -6.0074], [-3.1422, 6.7177, -6.2222], [-3.8126, 5.8405, -4.7928], [-5.4121, 5.3069, -5.9245], [-4.9908, 6.2189, -7.5203], [6.0786, 3.3205, -9.5814], [5.3679, 2.4674, -8.5459], [3.9019, 2.7177, -8.0489], [3.0495, 2.3843, -9.1886], [2.4442, 2.0507, -10.1011], [6.6045, 4.1697, -9.1451], [5.2470, 3.6759, -10.1900], [6.8475, 2.8146, -10.1653], [5.9653, 2.5924, -7.6428], [5.5461, 1.4384, -8.8581], [3.6941, 3.7779, -7.9043], [3.7076, 2.2439, -7.0867], [3.5146, -7.8158, 9.1136], [2.8664, -7.4185, 7.7491], [2.7472, -8.5058, 6.7075], [2.4134, -9.9302, 7.2095], [2.1662, -10.9848, 7.5010], [3.1689, -7.1422, 9.8977], [4.5841, -7.6159, 9.1796], [3.2815, -8.7849, 9.5548], [3.4993, -6.6022, 7.4008], [1.8830, -6.9548, 7.8276], [3.6555, -8.3900, 6.1162], [1.9789, -8.1972, 5.9986], [7.5209, -1.1356, -2.0725], [8.0533, -1.6968, -0.7372], [9.4969, -2.2012, -0.9711], [10.5929, -1.4418, -1.5518], [11.4149, -0.8376, -2.1089], [8.1122, -0.3314, -2.5103], [6.5611, -0.6241, -1.9992], [7.4968, -1.8720, -2.8758], [7.3735, -2.4565, -0.3511], [8.1418, -0.8111, -0.1082], [9.2997, -3.1393, -1.4899], [9.9235, -2.6395, -0.0689]], "forces_ev_per_a": [[0.2, -0.5, -0.5], [-0.5, -1.3, 1.0], [-0.4, -0.1, 0.0], [0.1, 0.5, -1.8], [-0.2, -0.3, 0.9], [0.3, 0.3, 0.3], [0.5, -0.1, -0.4], [0.1, 0.9, 0.0], [-0.5, 0.1, 0.5], [0.1, -0.1, -0.5], [0.0, 0.5, -0.5], [-0.2, 0.4, 0.8], [-0.2, -0.1, -0.4], [0.8, -0.3, 0.6], [0.3, -1.6, -0.8], [0.6, 1.8, -1.1], [-0.4, 0.6, 2.8], [-3.6, 1.0, -1.0], [2.1, 0.4, -0.8], [2.9, -0.8, 0.1], [-0.6, 0.0, 0.3], [0.2, 0.2, 0.4], [-0.1, 0.0, -0.3], [-0.2, 0.0, 0.2], [0.0, -0.7, -0.2], [-0.1, -0.2, -0.4], [-0.2, -0.8, 0.6], [-0.9, 0.1, 0.1], [-0.5, 0.2, 0.1], [3.5, 0.5, 1.9], [-1.1, -0.3, -0.5], [0.0, 0.8, -0.9], [-1.1, -0.2, -0.7], [0.0, 0.6, 1.4], [0.0, 0.0, -0.5], [-0.1, -0.3, -0.3], [-0.3, -0.5, 0.0], [-0.8, -0.2, -0.6], [-0.4, 0.0, -0.2], [-0.1, -0.3, 0.2], [0.7, 0.0, 0.2], [0.2, -0.1, 0.0], [0.9, -0.3, -1.2], [-0.8, 0.1, 1.0], [-1.1, 1.2, -0.3], [0.0, 0.1, -0.8], [-0.2, -0.1, 0.3], [0.3, -1.3, 0.8], [0.8, -0.1, 0.0], [-0.3, 1.1, 0.0], [-0.1, -0.3, 0.1], [0.5, -0.5, 0.1], [-0.2, 0.1, 0.0], [0.3, -0.1, -0.2], [-0.2, 0.0, 0.2], [0.2, 0.1, 0.0], [-0.5, 0.3, -0.9], [1.2, -1.0, -1.4], [-2.7, -1.0, 0.5], [4.2, 3.2, 0.4], [0.1, -0.9, -0.1], [-2.8, -0.6, 0.3], [0.7, 0.2, 0.5], [0.0, -0.7, -0.1], [-0.4, -0.1, -0.3], [0.1, 0.1, 0.3], [0.0, -0.1, 0.3], [0.2, 0.4, -0.1], [-0.3, -0.2, 0.2], [0.1, 0.5, 0.5], [-0.3, 0.7, 0.8], [0.4, 1.0, -3.6], [3.3, 1.1, -2.4], [-1.5, -1.6, 1.3], [-1.0, 0.2, 1.0], [-2.3, -1.5, 3.8], [0.3, 0.4, -0.8], [0.3, 0.8, -0.2], [0.3, -0.4, -0.2], [0.4, -0.6, 0.2], [-0.6, 1.0, 0.7], [-2.0, 2.1, 1.8], [-1.7, 2.3, 1.0], [1.1, -2.6, -1.6], [2.0, -1.4, 1.1], [1.1, -2.2, -3.2], [-0.1, 0.7, 0.7], [0.5, 0.2, -0.1], [0.1, -0.2, -0.2], [-0.4, 0.0, -0.2], [1.3, 3.6, -1.5], [1.5, -3.5, 0.0], [-1.7, 2.0, 0.0], [-1.7, 0.2, 1.2], [-0.2, 1.2, -0.1], [-0.3, -2.4, 0.6], [0.0, -0.6, -0.2], [0.8, 0.1, -0.1], [0.2, -0.3, 0.1], [0.2, -0.2, 0.0], [2.5, -2.7, 0.2], [-1.1, 1.4, -1.9], [-2.7, 1.2, 0.6], [2.6, 0.4, -0.6], [-2.4, -0.7, 1.9], [1.0, 1.0, 0.7], [0.6, -0.1, 0.6], [0.1, 0.2, 0.0], [-0.5, -0.8, -1.6], [-0.1, 0.0, 0.3], [-1.2, 1.0, -0.1], [1.5, -0.6, 1.9], [0.9, 0.9, -1.8], [-0.4, -0.8, 0.9], [-0.2, 0.1, -0.4], [-0.3, 0.2, 0.1], [0.6, 0.4, -0.8], [-0.5, -0.4, 0.0], [0.1, -0.4, 0.3], [-0.7, -0.2, 0.3], [0.4, 0.3, 0.3], [-0.2, -0.4, -0.5], [-0.6, 0.8, 0.6], [0.1, 0.2, 1.6], [-0.1, -0.8, -0.3], [1.6, 5.5, -2.0], [-0.8, -3.3, 1.1], [-0.4, 0.3, -0.1], [0.2, -0.5, -0.6], [0.0, -0.3, -0.7], [0.0, -0.1, -0.5], [0.0, -0.1, 0.7], [0.2, -1.3, 0.0], [-0.3, -0.4, 0.1], [-0.2, 0.3, -0.5], [1.0, 2.4, -1.5], [-0.6, -2.4, 1.2], [0.2, 1.3, -1.6], [-1.1, -0.9, 1.0], [0.7, 0.0, 0.4], [-0.3, -0.5, 0.3], [-0.3, -0.3, 0.2], [0.5, 0.0, 0.2], [-0.4, -0.3, 0.6], [0.7, 0.1, -0.9], [-0.1, 0.3, 0.6]], "lowdin_charge": [-0.075, -0.195, -0.009, -0.534, 0.018, 0.086, 0.071, 0.076, 0.078, 0.125, 0.123, 0.081, 0.076, 0.081, -0.062, -0.150, -0.028, -0.607, 0.023, 0.134, 0.071, 0.074, 0.067, 0.117, 0.112, 0.077, 0.083, 0.087, -0.063, -0.235, -0.015, -0.507, 0.014, 0.103, 0.064, 0.066, 0.067, 0.121, 0.123, 0.085, 0.089, 0.088, -0.058, -0.189, -0.053, -0.519, 0.010, 0.093, 0.065, 0.077, 0.072, 0.121, 0.118, 0.090, 0.091, 0.082, -0.064, -0.244, 0.019, -0.559, 0.026, 0.054, 0.083, 0.077, 0.084, 0.131, 0.123, 0.088, 0.091, 0.091, 0.168, -0.593, 0.044, -0.158, -0.095, 0.112, 0.132, 0.135, 0.130, 0.125, 0.176, -0.640, 0.080, -0.147, -0.115, 0.120, 0.130, 0.135, 0.130, 0.131, 0.117, -0.522, 0.081, -0.071, -0.168, 0.034, 0.130, 0.132, 0.133, 0.134, 0.134, -0.434, 0.049, -0.190, -0.122, 0.025, 0.135, 0.134, 0.129, 0.140, -0.106, -0.268, -0.160, -0.260, 0.144, 0.070, 0.069, 0.076, 0.095, 0.108, 0.114, 0.117, -0.100, -0.260, -0.180, -0.203, 0.131, 0.063, 0.066, 0.065, 0.102, 0.102, 0.108, 0.105, -0.124, -0.226, -0.218, -0.221, 0.139, 0.069, 0.068, 0.073, 0.110, 0.102, 0.117, 0.110], "e_homo_ev": -10.28, "orbital_gap_ev": 10.495, "smiles": "CCOC(C)=O.CCOC(C)=O.CCOC(C)=O.CCOC(C)=O.CCOC(C)=O.O=C1OCCO1.O=C1OCCO1.O=C1OCCO1.O=C1OCCO1.CCCC#N.CCCC#N.CCCC#N", "e_tot_ev": -96385.7400}